The following is a quantum chemistry calculation of C39H40ClN7O6Sn as an isolated structure, from the Open Molecules 2025 dataset.

Geometry (Å):
Sn -0.243684 -0.142758 0.405896
Cl -2.918849 -5.705739 0.951452
O 0.208350 -1.984819 4.209781
O 0.818211 2.151758 -0.501752
O -2.623656 1.368460 1.123487
O 0.292688 -0.693270 2.409194
O -0.620033 -4.541067 4.690227
O -1.764140 -6.042280 3.553033
N 2.706251 2.734933 -1.699480
N -3.195162 3.326274 2.107762
N -2.239502 -3.102897 0.585052
N 1.142518 -1.588975 -0.434619
N -4.154782 1.315522 2.814921
N 3.241972 2.422408 -2.942522
N -1.485244 -2.144641 1.147376
C 3.054932 3.938743 -1.040871
C 3.102839 -0.224733 0.029936
C 4.413491 0.137993 -0.243236
C -0.115134 -1.709831 3.057521
C -1.028473 -2.620815 2.283103
C 0.940332 -5.155983 0.572386
C 3.033514 3.978821 0.346654
C 5.153648 -0.546193 -1.196425
C -3.289107 1.965106 1.967045
C -4.223218 1.653021 4.228623
C 3.709940 6.246095 -1.115743
C 1.389693 -3.850770 0.474028
C -4.445892 -0.076393 2.525026
C 1.515657 2.042681 -1.519743
C -2.950326 -2.760484 -0.614051
C -4.290237 4.165529 2.547690
C -2.225470 -4.215508 1.375261
C -0.725075 -4.720706 -1.095558
C -4.538731 -3.170729 -2.371631
C 4.553908 -1.603467 -1.876430
C 0.778162 -2.951258 -0.406712
C -3.892219 -3.587642 -1.215648
C 1.358227 1.247752 -2.702409
C -4.276870 -1.933782 -2.934390
C -0.128294 -5.598090 -0.203668
C 2.477479 -1.268998 -0.663114
C 3.376949 5.073888 -1.776554
C 3.348153 5.163037 0.995384
C 3.695796 6.294603 0.271163
C 4.687578 2.441745 -3.101806
C 3.242612 -1.958826 -1.620176
C -0.267553 -3.412495 -1.203709
C -3.361527 -1.098239 -2.311194
C 2.444137 1.464292 -3.490753
C 2.840985 0.788062 -4.754979
C -2.706837 -1.505540 -1.163197
C -1.292265 -4.935329 3.629868
C -2.109022 4.019732 1.441310
C -1.474625 -3.949460 2.506782
H 2.786863 -2.781525 -2.157847
H 3.949934 7.212083 0.784932
H 2.756009 3.093983 0.900428
H -5.460494 -0.306715 2.854202
H -3.700587 2.582099 4.432416
H 3.328779 5.195409 2.076777
H 3.781072 0.248166 -4.628437
H 5.119247 -2.160545 -2.614545
H 2.967880 1.509379 -5.563652
H 5.143720 1.537395 -2.693031
H 4.872763 0.941509 0.321112
H -1.324448 3.317916 1.177193
H -0.716287 -2.730397 -1.917811
H -2.025766 -0.822593 -0.678253
H -5.263775 -3.833182 -2.825877
H -4.015548 4.764804 3.420492
H -1.707061 4.786466 2.106951
H 5.092217 3.307327 -2.585567
H 0.538090 0.577539 -2.891899
H 1.412539 -5.831562 1.274740
H -3.750148 -0.748420 3.040462
H 2.206792 -3.502023 1.095111
H -0.485486 -6.615335 -0.112264
H 4.917632 2.532060 -4.160907
H -3.157350 -0.112476 -2.708175
H -4.784652 -1.620385 -3.836524
H -3.747555 0.862145 4.816873
H -5.158679 3.561815 2.793141
H 3.966766 7.127195 -1.688964
H -1.549992 -5.051478 -1.715424
H -5.259628 1.749068 4.560749
H 3.354050 5.037572 -2.857994
H -4.568626 4.851616 1.742094
H 2.074838 0.072211 -5.041437
H -4.147792 -4.544726 -0.804283
H -2.453695 4.502631 0.521305
H -4.368396 -0.250775 1.455172
H -0.317830 -3.586493 4.610976
H 6.186782 -0.283006 -1.384538
H 2.565727 0.272517 0.832713

Atoms 1-3, force components in eV/Å:
0.46 0.31 0.14
-0.48 0.25 0.17
-0.30 -0.43 0.05

The total energy is -3019.4257 a.u. Its gap between HOMO and LUMO is 7.34 eV. The highest occupied orbital energy is -7.26 eV.

Atom charges from the Mulliken analysis, given in e for atoms 1 to 2: number 1, Sn, carries 1.051; number 2, Cl, carries -0.116

The following is a quantum chemistry calculation of a 9-piece molecular cluster, C5H30N2O8S overall in a non-equilibrium geometry, from the Open Molecules 2025 dataset.

Geometry (Å):
S 1.855108 -3.256563 -0.785058
O 0.091507 2.909148 -2.651575
O -4.490946 -0.525557 0.764657
O 2.028783 2.930558 1.556745
O 3.068791 1.201833 -0.308970
O 2.774295 -0.461665 1.636543
O -1.201550 -0.095102 -3.263003
O 0.882171 0.913855 2.835664
O 1.597886 0.121170 -2.431180
N -2.213848 1.923250 0.953309
N -0.606913 -1.288111 -0.008161
C -0.808126 -0.027257 0.744930
C 0.298676 -3.643986 0.227184
C -0.414458 -2.482327 0.936459
C -3.500488 2.611544 0.976574
C -1.926152 0.818222 0.003411
H -0.355733 -0.363077 -2.854981
H 3.076404 0.631599 0.459552
H -3.928255 2.583905 0.002078
H -0.957059 2.807447 -2.596955
H -2.763193 -0.006653 -0.348986
H -1.804582 1.539232 1.895151
H 0.146287 3.531716 -3.435266
H -1.658572 1.182099 -0.954944
H -1.945678 -0.681208 -3.003815
H -3.681030 -1.091993 0.574614
H -3.292393 3.664130 1.057467
H -1.419994 -2.894383 1.284043
H -4.111429 2.223336 1.748568
H 2.083058 0.190297 -1.588352
H 1.275878 0.949868 -2.710489
H -5.275877 -0.701666 0.386764
H 1.160142 3.263767 1.354541
H 2.471779 -1.318240 1.430561
H -0.468071 -4.088821 -0.554766
H 0.466079 1.357575 3.531049
H 2.338419 2.463799 0.794513
H 1.409482 -2.240343 -1.557514
H 2.289345 -0.270261 2.473271
H 0.163693 -1.174243 -0.602860
H 3.969131 1.242498 -0.622472
H 0.671784 -4.346903 1.018643
H 0.348123 -2.151426 1.799707
H 0.075115 0.666334 0.634378
H 1.090074 1.505535 2.075729
H -1.213530 -0.426012 1.813273

Atoms 1-3, force components in eV/Å:
-0.74 0.12 0.91
-3.42 0.91 -1.30
5.54 0.77 2.85

The total energy is -1317.9896 a.u. Its gap between HOMO and LUMO is 8.70 eV. As for the structure (SMILES): CNCCNCCS.O.O.O.O.O.O.O.O. The highest occupied orbital energy is -8.25 eV.

Atom charges from the Mulliken analysis, given in e for atoms 1 to 2: number 1, S, carries -0.214; number 2, O, carries -0.624

Which formula does entry 2 have?
C5H30N2O8S